This record from the OMol25 dataset describes C19H43OP3PrSe as an isolated structure at a distorted geometry. The level of theory is wB97M-V/def2-TZVPD.

Geometry as XYZ:
```
68
Properties=species:S:1:pos:R:3
Pr 0.84437 -0.22737 0.55555
P 2.81318 -1.68892 1.24180
P 1.84820 1.32512 -1.16367
P 0.32348 -1.88240 -1.45209
H -1.73712 0.56859 1.24827
C -1.39683 -0.36298 0.78360
C -0.79827 -1.37820 1.59953
H -0.66784 -1.21159 2.67339
C 3.44836 -1.26385 2.83843
C 4.24218 -1.75340 0.20138
C 2.27422 -3.38429 1.45034
C 0.63848 2.37859 -1.91925
C 3.03770 2.42982 -0.44308
C 2.75393 0.62527 -2.51718
C -0.78706 -3.20271 -0.99718
C 1.66551 -2.71034 -2.25622
C -0.57170 -1.01468 -2.73705
H -1.93481 -0.63698 -0.11542
H -0.86225 -2.41993 1.31288
H 2.66462 -1.20221 3.60094
H 3.98541 -0.31122 2.80585
H 4.14039 -2.06825 3.08500
H 4.70456 -0.76357 0.12455
H 4.00857 -2.11038 -0.80486
H 4.92909 -2.44532 0.69108
H 1.45727 -3.44686 2.17855
H 3.15094 -3.91752 1.82603
H 1.93856 -3.83919 0.51416
H 1.20062 3.04492 -2.57836
H 0.08690 2.96945 -1.18011
H -0.08988 1.80879 -2.50413
H 3.37250 3.04352 -1.28172
H 3.88967 1.88400 -0.02268
H 2.61431 3.07309 0.33346
H 3.13079 1.49627 -3.05396
H 2.12960 0.03147 -3.18439
H 3.59154 0.01297 -2.16968
H -0.95633 -3.72840 -1.93763
H -1.73612 -2.83666 -0.60030
H -0.33320 -3.88016 -0.26722
H 1.20261 -3.22669 -3.09811
H 2.12654 -3.43913 -1.58595
H 2.43414 -2.02407 -2.61685
H -0.88462 -1.79282 -3.43883
H 0.05676 -0.28676 -3.25487
H -1.45120 -0.49741 -2.33489
C -4.76546 2.43421 -1.42511
C -4.75280 1.55532 -0.32498
C -5.95053 1.09903 0.22639
C -7.17765 1.50851 -0.30559
C -7.19909 2.38255 -1.39969
C -6.00802 2.84265 -1.95623
Se -3.18465 3.10733 -2.24498
H -2.25535 2.37129 -1.30615
H -3.80233 1.23303 0.09449
H -5.92298 0.41961 1.07714
H -8.11094 1.14999 0.12810
H -8.14805 2.70742 -1.82144
H -6.03032 3.52258 -2.80733
C 0.37794 1.97400 4.27713
C 1.17798 0.99042 3.47855
O 1.22647 1.40028 2.07973
H 0.81357 2.97231 4.18440
H 0.43149 1.66216 5.32146
H -0.67001 1.98814 3.96382
H 2.22212 0.98953 3.79058
H 0.76795 -0.03358 3.54517
H 0.46288 1.98560 1.87540
```

Values from the calculation:
* max |F|: 5.7 eV/A
* calculated total energy: -129697.9859 eV
* charge: +3
* multiplicity: 3
* frontier orbital gap (spin up / spin down): 0.1121 / 0.1105 Eh